Below is a structure of composition C22H36InN2O14S2, with properties calculated with the ωB97M-V functional and the def2-TZVPD basis.

Properties
Total charge: -1
2S+1: 1
Total energy, eV: -81887.75707

Each line ends with the Mulliken charge.
CARTESIAN COORDINATES (ANGSTROEM)
C -3.308 -0.103 4.815  -0.75
C -3.639 1.389 4.440  -0.21
O -2.536 2.161 4.009  -0.70
In -1.595 1.394 2.310  0.89
S -3.146 -0.024 0.903  -0.57
C 0.075 0.013 3.048  -0.98
C 0.881 -0.589 1.825  -0.25
S 2.688 -0.199 1.784  -0.05
C 2.789 1.533 2.252  0.05
N 1.843 2.444 2.004  0.12
N 2.299 3.611 2.561  -0.58
C 3.487 3.360 3.099  0.00
O 3.892 2.031 2.930  -0.19
H -2.792 -0.687 4.012  0.13
H -4.300 -0.622 4.987  0.31
H -2.718 -0.216 5.758  0.25
H -4.520 1.396 3.735  0.14
H -4.013 1.877 5.395  0.28
H -0.967 2.708 1.267  -0.33
H -4.358 -0.116 1.533  0.02
H 0.681 0.644 3.743  0.26
H -0.470 -0.779 3.635  0.38
H 0.789 -1.700 1.851  0.14
H 0.392 -0.200 0.890  0.33
H 4.150 4.052 3.652  0.38
C 3.503 -6.669 1.701  -1.45
C 2.419 -5.612 1.717  0.56
C 2.948 -4.205 1.751  -0.36
O 1.913 -3.503 2.435  -0.22
C 1.314 -4.403 3.265  0.52
O 0.593 -4.117 4.163  -0.53
O 1.661 -5.680 2.929  -0.38
H 3.930 -6.809 2.697  0.36
H 3.086 -7.634 1.403  0.35
H 4.300 -6.415 1.002  0.36
H 1.734 -5.759 0.876  0.27
H 3.103 -3.793 0.754  0.27
H 3.875 -4.103 2.324  0.17
C 7.116 0.660 2.280  -1.36
C 7.111 -0.821 1.964  0.48
C 8.172 -1.232 0.981  -0.55
O 7.579 -2.358 0.341  -0.34
C 6.230 -2.164 0.390  0.47
O 5.440 -2.768 -0.264  -0.51
O 5.909 -1.190 1.282  -0.10
H 6.652 1.235 1.476  0.34
H 6.528 0.856 3.179  0.31
H 8.127 1.031 2.449  0.40
H 7.175 -1.405 2.887  0.23
H 9.108 -1.509 1.466  0.34
H 8.378 -0.469 0.223  0.31
C -3.942 0.451 -2.624  -1.10
C -4.039 -0.569 -3.738  0.51
C -2.727 -0.850 -4.412  -0.46
O -3.130 -1.210 -5.734  -0.35
C -4.296 -0.551 -5.977  0.65
O -4.778 -0.411 -7.060  -0.56
O -4.834 -0.070 -4.826  -0.32
H -3.884 1.467 -3.022  0.17
H -4.838 0.414 -2.002  0.38
H -3.081 0.268 -1.983  0.23
H -4.502 -1.489 -3.369  0.19
H -2.180 -1.664 -3.937  0.33
H -2.075 0.027 -4.473  0.30
C -4.611 3.708 -6.665  -1.37
C -5.425 4.430 -5.612  0.50
C -4.819 5.733 -5.169  -0.51
O -5.283 5.848 -3.828  -0.33
C -5.456 4.575 -3.366  0.59
O -5.585 4.287 -2.223  -0.50
O -5.457 3.680 -4.395  -0.26
H -3.751 3.203 -6.222  0.31
H -5.215 2.932 -7.140  0.35
H -4.264 4.389 -7.443  0.38
H -6.455 4.567 -5.958  0.22
H -5.157 6.577 -5.770  0.32
H -3.725 5.720 -5.159  0.31